[1]
A structure of composition C43H51N17O2Pb, computed with ωB97M-V with the def2-TZVPD basis set.

```
! RIJCOSX wB97M-V def2-TZVPD def2/J DEFGRID3
* xyz 2 1
Pb -0.44 0.14 1.37
N -2.59 -1.34 2.82
C -2.17 -2.73 3.08
C -0.78 -2.75 3.71
N 0.24 -2.21 2.81
C 0.73 -3.20 1.85
C 1.96 -2.67 1.12
N 1.70 -1.36 0.47
H -3.43 -1.33 2.27
H -2.82 -0.89 3.70
H -2.86 -3.27 3.73
H -2.14 -3.26 2.12
H -0.80 -2.14 4.62
H -0.55 -3.78 4.00
H 1.02 -1.85 3.34
H 1.01 -4.14 2.35
H -0.06 -3.43 1.14
H 2.75 -2.53 1.86
H 2.30 -3.41 0.40
H 2.44 -0.71 0.70
H 1.67 -1.45 -0.54
C -1.34 1.87 4.41
N -0.05 1.44 3.89
C 0.94 2.51 3.84
C 1.96 2.31 2.76
N 1.73 1.70 1.62
C 2.88 1.90 0.85
C 3.17 1.53 -0.46
C 4.40 1.88 -0.97
C 5.34 2.60 -0.21
C 5.05 2.99 1.09
C 3.81 2.63 1.59
N 3.19 2.88 2.81
C -2.19 2.45 3.30
N -2.30 1.93 2.10
C -3.20 2.74 1.42
C -3.71 2.64 0.12
C -4.62 3.60 -0.28
C -5.03 4.64 0.57
C -4.54 4.74 1.86
C -3.63 3.77 2.26
N -2.96 3.55 3.45
H -1.85 1.01 4.84
H -1.25 2.61 5.21
H 0.33 0.65 4.39
H 0.42 3.45 3.61
H 1.45 2.66 4.80
H 2.43 1.02 -1.07
H 4.66 1.62 -1.99
H 6.29 2.86 -0.64
H 5.76 3.57 1.67
H 3.55 3.42 3.57
H -3.41 1.84 -0.54
H -5.04 3.55 -1.28
H -5.74 5.37 0.21
H -4.87 5.53 2.53
H -3.05 4.11 4.29
C -1.70 3.16 -3.82
N -1.12 2.79 -2.53
C -1.03 1.60 -1.93
N -0.45 1.73 -0.74
C -0.22 3.07 -0.67
N -0.61 3.74 -1.72
C -1.00 2.54 -5.00
C -0.33 3.33 -5.93
C 0.30 2.76 -7.03
C 0.29 1.39 -7.21
C -0.36 0.58 -6.28
C -1.02 1.16 -5.20
C -0.34 -0.87 -6.41
N 0.17 -1.59 -7.35
N -0.02 -2.91 -6.98
C -0.63 -2.89 -5.85
O -0.88 -1.63 -5.42
C -1.00 -4.01 -4.99
C -0.62 -5.31 -5.32
C -0.92 -6.35 -4.47
C -1.59 -6.11 -3.27
C -1.99 -4.82 -2.94
C -2.75 -4.60 -1.64
N -2.65 -3.23 -1.13
C -1.56 -2.48 -0.95
N -1.90 -1.30 -0.46
C -3.26 -1.41 -0.34
N -3.74 -2.56 -0.73
C -1.71 -3.78 -3.81
H -1.63 4.24 -3.86
H -2.75 2.88 -3.82
H -1.37 0.67 -2.34
H 0.26 3.55 0.18
H -0.30 4.41 -5.79
H 0.80 3.39 -7.75
H 0.79 0.93 -8.05
H -1.57 0.52 -4.52
H -0.07 -5.47 -6.24
H -0.63 -7.36 -4.72
H -1.81 -6.93 -2.60
H -2.38 -5.29 -0.88
H -3.81 -4.79 -1.78
H -0.56 -2.80 -1.22
H -3.88 -0.61 0.03
H -2.03 -2.77 -3.59
C 5.59 -0.82 5.68
N 4.66 -0.68 4.58
C 5.19 -0.45 3.24
C 3.34 -0.71 4.76
O 2.51 -0.55 3.86
H 6.32 -1.60 5.46
H 5.06 -1.10 6.59
H 6.13 0.11 5.86
H 6.23 -0.75 3.21
H 5.12 0.61 2.97
H 4.62 -1.02 2.51
H 3.04 -0.90 5.80
*
```


[2]
A structure of composition C43H52BN8O2P2Sr in a non-equilibrium geometry, computed with ωB97M-V with the def2-TZVPD basis set.

```
! RIJCOSX wB97M-V def2-TZVPD def2/J DEFGRID3
* xyz -1 1
Sr -0.39 0.96 0.28
C 0.39 4.36 -2.90
C 0.23 3.04 -2.50
N 0.06 2.97 -1.19
N 0.10 4.22 -0.72
C 0.30 5.08 -1.73
B 0.16 4.50 0.78
N -1.04 3.94 1.56
C -2.10 4.63 2.03
C -2.73 3.85 2.97
C -1.97 2.68 3.01
N -0.97 2.75 2.15
N 1.41 3.77 1.31
C 2.43 4.30 2.01
C 3.37 3.31 2.23
C 2.81 2.19 1.62
N 1.64 2.48 1.08
H 0.51 4.73 -3.90
H 0.22 2.14 -3.09
H 0.36 6.14 -1.57
H 0.23 5.67 0.96
H -2.32 5.62 1.67
H -3.61 4.07 3.54
H -2.10 1.81 3.63
H 2.43 5.34 2.28
H 4.30 3.39 2.75
H 3.22 1.20 1.52
C -2.79 2.40 -3.15
C -3.33 1.01 -2.83
C -4.11 0.48 -4.04
P -1.95 0.03 -2.02
C -2.76 -1.64 -1.64
C -2.55 -2.75 -2.66
C -4.24 -1.56 -1.27
C -0.75 -0.37 -3.32
C -1.12 -0.61 -4.64
C -0.20 -0.87 -5.64
C 1.14 -0.92 -5.29
C 1.54 -0.69 -4.00
C 0.63 -0.40 -2.95
N 1.01 -0.29 -1.66
C 2.35 -0.26 -1.39
C 3.25 0.63 -2.02
C 4.61 0.48 -1.87
C 5.11 -0.56 -1.09
C 4.25 -1.36 -0.37
C 2.87 -1.18 -0.46
P 1.60 -1.91 0.62
C 2.72 -2.63 1.97
C 3.53 -1.56 2.68
C 1.92 -3.40 3.01
C 1.21 -3.57 -0.22
C 1.28 -3.47 -1.73
C -0.17 -4.06 0.21
H -3.58 3.07 -3.48
H -2.04 2.35 -3.94
H -2.32 2.83 -2.26
H -4.03 1.11 -1.99
H -3.61 0.75 -4.97
H -5.10 0.95 -4.06
H -4.24 -0.59 -4.01
H -2.23 -1.93 -0.72
H -3.15 -2.58 -3.56
H -2.86 -3.71 -2.24
H -1.51 -2.83 -2.97
H -4.88 -1.46 -2.15
H -4.44 -0.72 -0.61
H -4.54 -2.46 -0.74
H -2.16 -0.62 -4.91
H -0.52 -1.05 -6.66
H 1.89 -1.13 -6.05
H 2.60 -0.77 -3.77
H 2.85 1.41 -2.64
H 5.28 1.15 -2.37
H 6.18 -0.73 -1.05
H 4.67 -2.15 0.23
H 3.42 -3.33 1.48
H 2.86 -0.89 3.22
H 4.13 -0.96 2.00
H 4.20 -2.03 3.40
H 1.44 -4.27 2.58
H 1.16 -2.76 3.45
H 2.58 -3.73 3.81
H 1.97 -4.29 0.12
H 0.55 -2.75 -2.10
H 1.06 -4.44 -2.18
H 2.26 -3.15 -2.08
H -0.91 -3.29 0.01
H -0.21 -4.30 1.27
H -0.44 -4.95 -0.36
O -4.36 -0.30 1.60
C -3.16 -0.10 1.41
O -2.62 0.64 0.56
C -2.23 -0.78 2.41
C -2.76 -1.78 3.26
C -2.05 -2.16 4.36
C -0.86 -1.47 4.67
C -0.17 -1.63 5.88
C 0.94 -0.87 6.15
C 1.42 0.05 5.21
C 0.78 0.21 4.01
C -0.37 -0.53 3.71
N -1.04 -0.26 2.58
H -3.72 -2.20 3.01
H -2.40 -2.93 5.04
H -0.55 -2.34 6.61
H 1.45 -0.98 7.09
H 2.29 0.65 5.45
H 1.10 0.93 3.27
*
```


[3]
A structure of composition C43H53AgAsCl2NO10SSi in a non-equilibrium geometry, computed with ωB97M-V with the def2-TZVPD basis set.

```
! RIJCOSX wB97M-V def2-TZVPD def2/J DEFGRID3
* xyz -2 1
Ag -0.15 0.52 0.30
C -1.91 -2.72 1.98
C -2.95 -2.12 1.03
C -3.81 -3.22 0.42
C -3.85 -1.12 1.77
O -2.24 -1.39 0.06
Si -2.11 -1.52 -1.56
S -0.64 -0.18 -2.14
O -1.80 -3.11 -1.81
C -1.80 -3.88 -2.98
C -1.19 -3.12 -4.16
C -3.25 -4.28 -3.31
C -0.97 -5.14 -2.67
O -3.58 -1.27 -2.29
C -4.09 -0.09 -2.86
C -3.76 1.15 -2.03
C -5.62 -0.28 -2.94
C -3.49 0.09 -4.26
H -2.38 -3.20 2.84
H -1.25 -1.92 2.32
H -1.31 -3.45 1.44
H -4.35 -3.76 1.20
H -3.18 -3.91 -0.14
H -4.53 -2.78 -0.28
H -4.31 -1.59 2.64
H -4.63 -0.77 1.10
H -3.26 -0.27 2.08
H -1.86 -2.32 -4.46
H -1.03 -3.80 -5.00
H -0.25 -2.68 -3.86
H -3.84 -3.38 -3.40
H -3.65 -4.89 -2.51
H -3.28 -4.85 -4.24
H 0.06 -4.85 -2.46
H -0.99 -5.82 -3.52
H -1.38 -5.64 -1.80
H -4.10 1.03 -1.00
H -4.24 2.03 -2.47
H -2.68 1.29 -2.02
H -6.02 -0.38 -1.94
H -5.86 -1.17 -3.51
H -6.08 0.58 -3.42
H -2.41 0.06 -4.16
H -3.79 1.04 -4.69
H -3.81 -0.72 -4.93
C 5.21 1.84 -5.13
C 5.31 0.65 -4.43
C 4.58 0.46 -3.27
C 3.73 1.45 -2.79
C 3.66 2.65 -3.49
C 4.39 2.85 -4.65
As 2.70 1.02 -1.12
C 2.01 2.82 -0.91
C 0.80 3.29 -1.37
C 0.43 4.61 -1.12
C 1.29 5.45 -0.42
C 2.49 4.97 0.07
C 2.86 3.65 -0.16
C 4.05 2.99 0.37
C 4.97 3.53 1.26
C 6.02 2.76 1.72
C 6.16 1.44 1.31
C 5.24 0.89 0.45
C 4.19 1.65 -0.03
H 5.76 1.98 -6.05
H 5.97 -0.13 -4.80
H 4.66 -0.47 -2.72
H 3.03 3.45 -3.11
H 4.32 3.79 -5.18
H 0.14 2.62 -1.92
H -0.53 4.97 -1.46
H 1.00 6.47 -0.23
H 3.12 5.62 0.66
H 4.86 4.54 1.62
H 6.72 3.17 2.44
H 6.98 0.84 1.70
H 5.30 -0.16 0.16
C 2.10 -3.74 0.35
C 3.00 -2.97 1.32
C 2.12 -1.77 1.65
O 1.52 -1.43 0.41
C 1.31 -2.62 -0.34
H 1.42 -4.40 0.90
H 2.66 -4.35 -0.36
H 3.90 -2.64 0.81
H 3.27 -3.55 2.20
H 2.66 -0.89 2.01
H 1.35 -2.04 2.38
H 1.67 -2.42 -1.36
H 0.24 -2.85 -0.41
Cl 2.92 3.73 4.13
C 1.64 2.79 3.38
Cl 0.58 3.85 2.47
C 2.29 1.64 2.49
O 3.24 1.07 2.99
O 1.74 1.48 1.39
H 1.06 2.34 4.19
O -1.61 1.68 1.81
C -1.18 1.01 2.77
O -0.42 0.03 2.70
C -1.65 1.40 4.17
C -2.21 2.64 4.42
C -2.65 2.96 5.70
C -2.53 2.05 6.73
C -1.96 0.80 6.47
C -1.51 0.48 5.19
N -1.85 -0.14 7.52
O -1.40 -1.26 7.27
O -2.21 0.20 8.66
H -2.29 3.35 3.61
H -3.09 3.94 5.90
H -2.87 2.26 7.73
H -1.05 -0.48 5.00
*
```


[4]
A structure of composition C43H53GaN3O6S3Se2SiTe2, computed with ωB97M-V with the def2-TZVPD basis set.

```
! RIJCOSX wB97M-V def2-TZVPD def2/J DEFGRID3
* xyz -1 1
Ga -0.27 -0.08 -0.62
Se -3.61 1.10 0.61
Te -4.93 3.06 -0.54
Te -7.47 2.98 0.27
Se -1.85 1.69 -0.85
O -1.30 -1.67 0.45
S -1.78 -1.39 1.86
C -3.24 -2.39 2.04
C -3.25 -3.71 1.59
C -4.39 -4.46 1.76
C -5.51 -3.90 2.37
C -5.49 -2.58 2.80
C -4.35 -1.81 2.63
C -0.69 -2.34 2.92
C -0.95 -2.41 4.28
C -0.08 -3.11 5.09
C 1.03 -3.74 4.54
C 1.28 -3.65 3.18
C 0.42 -2.94 2.36
H -2.37 -4.12 1.11
H -4.42 -5.49 1.42
H -6.41 -4.49 2.50
H -6.37 -2.14 3.26
H -4.32 -0.78 2.94
H -1.81 -1.91 4.70
H -0.27 -3.17 6.15
H 1.71 -4.28 5.19
H 2.16 -4.12 2.76
H 0.60 -2.84 1.29
C -2.12 -1.33 -5.78
C -1.10 -0.92 -4.71
C 0.29 -1.41 -5.15
C -1.05 0.61 -4.61
Si -1.47 -1.76 -3.04
O -0.35 -1.34 -1.94
C -3.24 -1.55 -2.45
C -3.73 -2.49 -1.53
C -5.00 -2.38 -1.00
C -5.82 -1.32 -1.36
C -5.35 -0.37 -2.26
C -4.08 -0.49 -2.80
C -1.23 -3.62 -3.31
C -0.04 -4.24 -2.92
C 0.16 -5.60 -3.13
C -0.82 -6.36 -3.74
C -2.01 -5.76 -4.13
C -2.21 -4.41 -3.91
H -1.85 -0.90 -6.75
H -3.13 -0.99 -5.53
H -2.16 -2.42 -5.90
H 0.58 -0.92 -6.09
H 0.31 -2.49 -5.31
H 1.04 -1.17 -4.39
H -0.75 1.03 -5.58
H -0.32 0.93 -3.87
H -2.01 1.05 -4.35
H -3.10 -3.32 -1.23
H -5.36 -3.12 -0.29
H -6.80 -1.21 -0.92
H -5.97 0.49 -2.51
H -3.74 0.28 -3.48
H 0.72 -3.65 -2.42
H 1.09 -6.06 -2.81
H -0.66 -7.42 -3.91
H -2.79 -6.36 -4.60
H -3.15 -3.96 -4.19
C -6.73 2.02 5.59
C -5.23 2.14 5.59
C -4.45 1.32 6.41
C -3.07 1.37 6.37
C -2.45 2.26 5.50
C -3.20 3.09 4.68
C -4.59 3.02 4.73
S -0.68 2.29 5.52
O -0.23 3.18 6.56
O -0.26 0.91 5.56
N -0.26 3.01 4.12
C -0.06 2.24 2.88
C 1.28 1.52 2.85
C 1.57 0.68 1.61
O 2.70 0.62 1.16
O 0.55 0.02 1.11
H -7.09 1.57 6.51
H -7.06 1.42 4.74
H -7.19 3.00 5.46
H -4.94 0.63 7.10
H -2.47 0.73 7.01
H -2.71 3.77 4.00
H -5.18 3.65 4.08
H 0.47 3.69 4.32
H -0.15 2.95 2.05
H -0.89 1.54 2.76
H 1.32 0.84 3.72
H 2.11 2.23 2.94
C 2.71 -1.29 -1.30
N 3.20 -0.43 -2.38
C 4.54 -0.74 -2.86
C 2.58 0.72 -2.68
S 1.38 1.44 -1.70
N 2.98 1.39 -3.80
C 3.26 0.68 -5.04
C 2.57 2.77 -4.01
H 3.41 -2.11 -1.19
H 1.73 -1.69 -1.56
H 2.66 -0.72 -0.36
H 5.14 -1.04 -2.01
H 5.00 0.14 -3.31
H 4.54 -1.56 -3.59
H 3.14 -0.39 -4.92
H 4.27 0.89 -5.41
H 2.54 1.00 -5.80
H 2.71 3.35 -3.10
H 1.51 2.83 -4.30
H 3.19 3.18 -4.80
*
```


Here are the calculated energy relative to the best compared isomer or geometry (same formula, charge and spin) numbers, same order: 0.0000, 1.0347, 0.9049, 1.3528 (eV).
Here are the calculated DFT total energy numbers, same order: -80084.919, -81549.056, -176018.821, -300252.851 (eV).